[1]
Entry from the Open Molecules 2025 dataset: a molecular structure, C50H50F4GeN4O2RbSe (ωB97M-V/def2-TZVPD).

Last column: Mulliken charge in e.
Positions of all 113 atoms, in Å:
Rb 0.534 -0.233 0.376  0.2436
C 0.553 1.617 3.732  -0.7173
C -0.273 2.656 2.986  -0.7705
N -0.897 2.104 1.793  1.2515
C -2.082 1.303 2.082  0.9611
C -3.336 2.075 2.496  -1.6144
C -1.111 3.048 0.703  -1.0961
C 0.168 3.586 0.065  -1.3277
N 0.950 2.503 -0.474  0.6596
C 2.078 2.760 -1.099  0.2516
C 2.809 1.661 -1.655  -0.4614
F 2.270 0.424 -1.486  -0.0939
C 3.983 1.769 -2.342  0.3389
F 4.560 0.644 -2.822  -0.3508
C 4.596 2.995 -2.579  -0.8839
C 3.924 4.089 -2.068  0.3605
F 4.456 5.323 -2.262  -0.3871
C 2.740 4.004 -1.371  0.2235
F 2.198 5.183 -0.942  -0.4205
H 0.981 2.036 4.646  0.4637
H 1.377 1.269 3.105  0.1444
H -0.031 0.739 4.015  -0.0210
H 0.379 3.475 2.680  0.3529
H -1.021 3.103 3.663  0.2448
H -1.817 0.581 2.856  -0.1840
H -2.324 0.720 1.190  -0.5232
H -3.170 2.690 3.383  0.3354
H -4.138 1.371 2.725  0.4594
H -3.686 2.719 1.689  0.3305
H -1.725 3.911 1.025  0.2341
H -1.683 2.518 -0.065  0.3542
H 0.724 4.189 0.798  0.4783
H -0.157 4.303 -0.706  0.4922
H 5.524 3.082 -3.119  0.4932
O -3.251 0.359 -1.016  -0.8094
C -2.414 -0.492 -1.295  -0.8579
O -1.281 -0.097 -1.961  -0.2391
C -2.479 -1.894 -0.960  1.4044
C -3.699 -2.415 -0.469  -0.8696
C -3.844 -3.750 -0.281  -1.4254
C -2.731 -4.617 -0.563  1.4374
C -2.802 -6.001 -0.416  -0.7545
C -1.708 -6.818 -0.657  -0.6574
C -0.503 -6.229 -1.037  -0.8109
C -0.404 -4.862 -1.197  -0.1437
C -1.515 -4.007 -0.996  -0.7030
N -1.387 -2.677 -1.207  0.9918
H -4.501 -1.714 -0.279  0.5457
H -4.770 -4.179 0.085  0.3319
H -3.742 -6.434 -0.089  0.3634
H -1.783 -7.891 -0.529  0.3564
H 0.373 -6.848 -1.200  0.3859
H 0.546 -4.412 -1.459  0.2318
C 0.579 -1.049 9.035  -1.4528
C 0.416 -1.406 7.583  0.7154
C 1.491 -1.821 6.813  -1.2089
C 1.355 -2.145 5.468  0.9111
C 2.571 -2.575 4.701  -1.1972
C 0.101 -2.068 4.836  0.1393
Se -0.099 -2.532 2.996  -0.2357
C -0.998 -1.657 5.617  1.1195
C -2.391 -1.589 5.052  -1.6025
C -0.821 -1.331 6.956  -0.9712
H 1.631 -1.073 9.325  0.3380
H 0.040 -1.739 9.690  0.2948
H 0.202 -0.045 9.246  0.3176
H 2.477 -1.888 7.267  0.1775
H 3.458 -2.566 5.338  0.3242
H 2.736 -1.912 3.850  0.0658
H 2.432 -3.579 4.290  0.2930
H -2.366 -1.487 3.969  0.0476
H -2.948 -0.757 5.491  0.3941
H -2.939 -2.511 5.267  0.3731
H -1.689 -1.006 7.525  0.3479
C 2.765 -3.672 1.154  -0.4010
C 3.259 -2.304 1.199  0.4709
N 3.657 -1.226 1.234  -0.5326
H 1.840 -3.695 1.749  -0.1351
H 3.501 -4.351 1.581  0.4186
H 2.554 -3.960 0.124  0.2168
C 0.904 -2.184 -3.249  -1.0621
Ge -0.664 -1.039 -3.377  1.4865
C -2.214 -1.875 -4.221  0.0844
C -3.175 -1.087 -4.851  -0.1902
C -4.291 -1.663 -5.439  -0.6455
C -4.460 -3.039 -5.407  -0.5088
C -3.513 -3.837 -4.781  -0.7106
C -2.399 -3.256 -4.191  -0.1819
C -0.037 0.501 -4.450  0.2604
C 0.219 1.682 -3.800  -0.4690
C 0.852 2.766 -4.455  -0.8545
C 1.215 2.665 -5.764  -1.1779
C 0.966 1.469 -6.484  1.0689
C 1.346 1.338 -7.843  -0.8031
C 1.129 0.176 -8.528  -0.4893
C 0.516 -0.914 -7.877  -1.0492
C 0.136 -0.809 -6.567  -0.5778
C 0.344 0.382 -5.824  0.3521
H 1.465 -2.071 -4.178  0.5709
H 0.629 -3.223 -3.100  0.4438
H 1.549 -1.860 -2.435  0.0945
H -3.052 -0.010 -4.875  0.3736
H -5.035 -1.035 -5.916  0.3974
H -5.335 -3.490 -5.861  0.3366
H -3.648 -4.911 -4.733  0.4160
H -1.683 -3.884 -3.674  0.3340
H -0.033 1.799 -2.752  0.3665
H 1.066 3.663 -3.888  0.4654
H 1.716 3.483 -6.269  0.3350
H 1.822 2.183 -8.328  0.3808
H 1.428 0.087 -9.566  0.3561
H 0.343 -1.837 -8.416  0.4196
H -0.345 -1.655 -6.091  0.3499

## Properties
**Total charge**: -2
**Energy above the lowest of the compared OMol25 structures with the same formula, charge and spin**: 0.0 kJ/mol
**HOMO (spin up / spin down)**: -0.58 / -1.96 eV
**Spin multiplicity**: 2
**Frontier orbital gap (spin up / spin down)**: 0.159 / 0.210 Ha
**F_max**: 0.617 eV/A

[2]
Entry from the Open Molecules 2025 dataset: a molecular structure, C2H3FLi2ORb in a non-equilibrium geometry (ωB97M-V/def2-TZVPD).

Last column: Mulliken charge in e.
Positions of all 10 atoms, in Å:
O -0.766 -0.146 0.108  -0.7529
C -1.861 0.540 0.382  -0.0783
C -3.102 0.002 0.438  -0.7614
Li -1.102 -1.692 -2.156  0.9006
Rb 2.790 -0.171 0.539  0.9525
F 5.777 0.122 0.014  -0.8867
H -1.739 1.625 0.529  0.2784
H -3.260 -1.082 0.394  0.2447
H -3.973 0.639 0.597  0.2075
Li 7.236 0.163 -0.846  0.8955

## Properties
**Total charge**: +1
**Energy above the lowest of the compared OMol25 structures with the same formula, charge and spin**: 90.5 kJ/mol
**HOMO**: -9.06 eV
**Spin multiplicity**: 1
**Frontier orbital gap**: 0.178 Ha
**F_max**: 1.547 eV/A

[3]
Entry from the Open Molecules 2025 dataset: a single C4H13NSi molecule in a non-equilibrium geometry (ωB97M-V/def2-TZVPD).

Last column: Mulliken charge in e.
Positions of all 19 atoms, in Å:
C -1.399 0.295 0.987  -1.2141
C -1.205 -1.305 -0.805  -1.8127
C 1.026 1.804 -0.287  -1.6186
C -0.846 0.127 -0.415  0.2940
N 0.738 0.382 -0.339  0.0567
Si 1.825 -0.832 0.240  0.3593
H -0.585 0.207 1.792  0.3087
H -2.030 1.249 1.192  0.2934
H -2.230 -0.458 1.191  0.4089
H -0.682 -2.098 -0.271  0.3680
H -1.063 -1.406 -1.887  0.4648
H -2.306 -1.534 -0.728  0.4625
H 0.878 2.196 -1.308  0.3957
H 0.283 2.288 0.453  0.2760
H 1.991 1.876 0.049  0.7257
H -1.093 0.661 -1.317  0.4959
H 3.290 -0.346 0.163  -0.0993
H 1.448 -1.128 1.671  -0.0810
H 1.512 -1.950 -0.511  -0.0840

## Properties
**Total charge**: 0
**Energy above the lowest of the compared OMol25 structures with the same formula, charge and spin**: 275.8 kJ/mol
**HOMO (spin up / spin down)**: -2.68 / -11.49 eV
**Spin multiplicity**: 3
**Frontier orbital gap (spin up / spin down)**: 0.131 / 0.321 Ha
**F_max**: 4.846 eV/A

[4]
Entry from the Open Molecules 2025 dataset: a single C5H8N2 molecule (ωB97M-V/def2-TZVPD).

Last column: Mulliken charge in e.
Positions of all 15 atoms, in Å:
C 0.736 -0.657 2.191  -1.1331
C 0.356 -0.380 0.766  0.9090
C 0.671 -1.149 -0.328  -0.8338
N 0.133 -0.553 -1.438  0.0314
C -0.524 0.593 -1.081  0.0533
N -1.142 1.361 -2.100  -0.5917
C -0.406 0.726 0.284  -0.7668
H 1.189 0.224 2.660  0.2910
H -0.133 -0.938 2.797  0.2494
H 1.462 -1.474 2.252  0.3076
H 1.230 -2.073 -0.398  0.3741
H 0.211 -0.866 -2.393  0.2114
H -2.152 1.363 -1.998  0.2589
H -0.832 2.327 -2.069  0.2675
H -0.822 1.528 0.881  0.3718

## Properties
**Total charge**: 0
**Energy above the lowest of the compared OMol25 structures with the same formula, charge and spin**: 7.9 kJ/mol
**HOMO**: -7.93 eV
**Spin multiplicity**: 1
**Frontier orbital gap**: 0.330 Ha
**F_max**: 0.267 eV/A

[5]
Entry from the Open Molecules 2025 dataset: a molecular structure, C10H35B2CoNO6 in a non-equilibrium geometry (ωB97M-V/def2-TZVPD).

Last column: Mulliken charge in e.
Positions of all 55 atoms, in Å:
Co -3.607 -9.234 19.862  0.1814
B -4.221 -8.565 17.946  0.2243
H -3.456 -8.012 18.469  0.6027
H -3.944 -9.604 18.042  0.1975
H -5.213 -8.437 18.351  0.1516
H -4.308 -8.364 16.890  -0.4297
B -4.660 -7.586 20.952  0.1637
H -5.180 -8.479 20.642  0.0538
H -3.596 -7.523 20.785  0.1850
H -4.963 -6.726 20.375  0.0244
H -4.860 -7.344 21.984  -0.1232
C -2.042 -5.010 15.774  -0.5683
C -3.034 -6.144 15.971  -0.2546
O -3.954 -6.031 17.006  -0.6308
O -1.097 -5.515 14.900  -0.5002
H -1.634 -4.734 16.747  0.3435
H -2.507 -4.125 15.341  0.2477
H -2.464 -7.059 16.134  0.4110
H -3.641 -6.112 15.066  0.3185
H -4.009 -6.946 17.290  0.1916
H -1.657 -5.729 14.150  0.3306
C -6.443 -9.089 14.117  -0.2913
C -6.650 -9.822 15.450  -0.5041
O -6.935 -9.095 16.564  -0.6329
O -5.176 -8.508 14.020  -0.5140
H -7.278 -8.456 13.816  0.2670
H -6.498 -9.949 13.450  0.3174
H -5.780 -10.409 15.743  0.2085
H -7.432 -10.549 15.230  0.3866
H -6.171 -8.985 17.135  -0.0119
H -4.846 -8.095 14.821  0.2817
C 1.162 -12.754 18.754  -0.8323
O 0.553 -11.466 18.875  -0.3516
C -0.007 -10.938 17.730  -0.6318
C -1.338 -10.189 18.005  -0.6247
N -1.554 -10.017 19.405  -0.0741
C -0.763 -8.947 20.142  -0.3609
C -1.086 -9.220 21.639  -0.6574
O -2.463 -9.119 21.831  -0.3379
C -2.876 -9.295 23.199  -0.9608
H 1.458 -13.145 19.727  0.2629
H 2.091 -12.495 18.247  0.3346
H 0.579 -13.501 18.215  0.3539
H -0.077 -11.676 16.931  0.4943
H 0.624 -10.111 17.404  0.2592
H -2.097 -10.750 17.460  0.2934
H -1.403 -9.200 17.550  0.2245
H -0.994 -10.783 19.753  0.2113
H -0.977 -7.936 19.796  0.3244
H 0.325 -8.961 20.076  0.4527
H -0.579 -8.686 22.442  0.4888
H -0.942 -10.275 21.874  0.4191
H -2.873 -8.256 23.530  0.3449
H -2.196 -9.897 23.803  0.4485
H -3.842 -9.793 23.278  0.2913

## Properties
**Total charge**: +1
**HOMO (spin up / spin down)**: -11.89 / -11.88 eV
**Spin multiplicity**: 5
**Frontier orbital gap (spin up / spin down)**: 0.299 / 0.124 Ha
**F_max**: 5.355 eV/A